No. 1
{"formula": "C14H11BrN3O6W", "method": "ωB97M-V/def2-TZVPD", "multiplicity": 1, "gap_ev": [4.361, 4.364], "charge": 1, "symbols": ["W", "O", "C", "O", "C", "C", "C", "N", "C", "C", "C", "O", "O", "H", "H", "H", "N", "N", "H", "H", "H", "H", "Br", "C", "C", "C", "C", "C", "C", "C", "O", "O", "H", "H", "H", "H"], "coordinates": [[-0.218, -0.883, 0.236], [5.506, 1.208, 3.763], [4.406, 1.776, 3.794], [4.005, 2.800, 4.359], [3.322, 1.069, 2.944], [3.607, -0.070, 2.210], [2.624, -0.659, 1.437], [1.387, -0.146, 1.380], [1.096, 0.968, 2.117], [2.024, 1.594, 2.901], [-0.310, 1.426, 2.003], [-0.872, 2.312, 2.522], [-0.989, 0.572, 1.055], [4.613, -0.469, 2.260], [2.806, -1.542, 0.840], [1.805, 2.478, 3.490], [1.653, -0.393, -1.824], [0.500, 0.359, -1.391], [2.243, 0.185, -2.416], [1.311, -1.180, -2.367], [-0.144, 0.574, -2.154], [0.838, 1.243, -1.013], [-1.506, -2.194, 2.403], [-2.001, -3.749, 1.402], [-2.903, -4.641, 1.937], [-3.315, -5.707, 1.145], [-2.849, -5.852, -0.154], [-1.946, -4.940, -0.679], [-1.502, -3.887, 0.111], [-0.501, -2.921, -0.355], [0.609, -2.700, 0.327], [-0.634, -2.105, -1.373], [-3.293, -4.509, 2.937], [-4.020, -6.419, 1.549], [-3.188, -6.679, -0.761], [-1.571, -5.051, -1.688]], "atomic_forces_ev_per_a": [[0.0, 0.3, 0.1], [-0.3, -0.1, -0.2], [0.7, 0.2, 0.3], [-0.4, 0.0, -0.1], [-0.1, 0.0, 0.0], [0.0, 0.0, 0.0], [0.0, 0.0, 0.0], [0.0, -0.1, -0.1], [0.0, 0.0, 0.0], [0.0, 0.0, 0.0], [0.1, 0.2, 0.3], [0.0, -0.1, -0.1], [0.0, -0.4, -0.3], [0.0, 0.0, 0.0], [0.0, 0.0, 0.0], [0.0, 0.0, 0.0], [-0.1, 0.0, 0.0], [0.0, 0.0, 0.0], [0.0, 0.0, 0.0], [0.0, 0.0, 0.0], [0.0, 0.0, 0.0], [0.0, 0.0, 0.0], [0.0, 0.0, 0.0], [0.0, 0.0, 0.1], [0.0, 0.0, 0.0], [0.0, 0.0, 0.0], [0.0, 0.0, 0.0], [0.0, 0.0, 0.0], [0.1, 0.0, -0.1], [-0.1, -0.2, -0.1], [-0.1, 0.1, 0.0], [0.1, 0.1, 0.1], [0.0, 0.0, 0.0], [0.0, 0.0, 0.0], [0.0, 0.0, 0.0], [0.0, 0.0, 0.0]]}

***

No. 2
{"formula": "C14H11Cl5N5O4Tl", "method": "ωB97M-V/def2-TZVPD", "multiplicity": 1, "relative_energy_kj_mol": 0.00, "gap_ev": 7.853, "symbols": ["Tl", "N", "C", "C", "O", "N", "C", "C", "O", "O", "H", "H", "H", "H", "H", "H", "Cl", "C", "C", "Cl", "C", "Cl", "C", "O", "C", "Cl", "C", "Cl", "N", "C", "C", "N", "C", "C", "N", "H", "H", "H", "H", "H"], "coordinates": [[-0.500, -0.830, -0.113], [0.862, -2.230, -1.687], [1.556, -3.077, -0.709], [0.548, -3.674, 0.299], [0.563, -4.857, 0.575], [-0.269, -2.762, 0.834], [-1.436, -3.137, 1.571], [-2.659, -2.166, 1.422], [-3.665, -2.470, 2.019], [-2.527, -1.112, 0.699], [0.307, -2.810, -2.311], [1.520, -1.692, -2.242], [2.270, -2.456, -0.162], [2.086, -3.912, -1.176], [-1.233, -3.166, 2.647], [-1.784, -4.129, 1.264], [-0.172, 3.583, -6.129], [0.045, 2.807, -4.615], [-0.857, 1.834, -4.192], [-2.187, 1.415, -5.194], [-0.682, 1.205, -2.966], [-1.818, 0.007, -2.448], [0.399, 1.506, -2.112], [0.610, 0.954, -0.965], [1.298, 2.494, -2.582], [2.630, 2.868, -1.567], [1.126, 3.137, -3.795], [2.244, 4.334, -4.296], [-0.084, 3.639, 3.351], [0.046, 2.309, 3.227], [-0.131, 1.646, 1.992], [0.032, 0.342, 1.905], [0.364, -0.347, 2.999], [0.509, 0.312, 4.211], [0.356, 1.617, 4.328], [-0.330, 4.220, 2.571], [0.076, 4.049, 4.255], [-0.385, 2.174, 1.086], [0.512, -1.409, 2.889], [0.761, -0.220, 5.117]], "atomic_forces_ev_per_a": [[0.3, 0.2, 0.1], [0.0, 0.2, 0.0], [0.0, -0.4, 0.2], [0.3, 0.3, -0.1], [0.1, -0.5, -0.1], [0.0, 0.9, -0.4], [-0.7, 0.0, 0.3], [0.6, -1.1, 0.5], [-0.3, 0.0, 0.2], [0.4, 1.0, -1.0], [0.0, 0.2, 0.0], [-0.1, 0.0, 0.0], [0.0, -0.1, 0.0], [-0.1, 0.1, 0.1], [-0.1, -0.1, 0.0], [0.1, 0.1, 0.1], [0.0, 0.1, -0.1], [-0.1, -0.1, 0.1], [0.1, 0.1, -0.1], [-0.1, -0.1, 0.0], [0.3, 0.1, 0.0], [-0.3, 0.0, 0.0], [-0.2, 0.3, -0.7], [-0.5, -1.0, 1.0], [-0.1, -0.1, 0.1], [0.1, 0.1, 0.1], [-0.1, -0.1, 0.0], [0.1, 0.1, 0.0], [-0.1, 0.6, 0.0], [0.1, -0.8, 0.0], [0.0, 0.3, 0.2], [0.1, 0.1, 0.1], [0.0, -0.1, 0.3], [0.0, -0.2, -0.4], [-0.1, 0.5, -0.1], [0.0, 0.0, 0.1], [0.0, 0.0, -0.1], [0.0, 0.1, -0.1], [0.0, -0.1, 0.0], [0.0, -0.2, 0.0]]}

***

No. 3
{"formula": "C14H11ClN2O2Re", "method": "ωB97M-V/def2-TZVPD", "multiplicity": 4, "s2": 3.771, "relative_energy_kj_mol": 100.06, "gap_ev": [7.467, 5.020], "charge": 2, "symbols": ["Cl", "C", "C", "C", "H", "C", "C", "H", "H", "H", "C", "Re", "C", "O", "C", "O", "H", "H", "H", "N", "C", "C", "C", "C", "C", "N", "C", "H", "H", "H", "H"], "coordinates": [[-1.651, 1.162, -2.635], [1.299, 2.564, -0.338], [1.078, 2.213, 1.062], [-0.301, 2.483, 1.369], [1.823, 1.864, 1.743], [-0.968, 3.001, 0.162], [0.062, 3.035, -0.870], [-0.128, 3.344, -1.880], [2.234, 2.495, -0.860], [-0.778, 2.375, 2.324], [-2.348, 3.434, 0.035], [-0.255, 0.766, -0.233], [-1.949, -0.248, -0.002], [-2.949, -0.840, 0.172], [0.540, -0.545, -1.519], [0.975, -1.315, -2.280], [-3.000, 2.818, 0.664], [-2.662, 3.318, -1.007], [-2.475, 4.481, 0.330], [-1.284, -5.735, 0.524], [-0.622, -4.791, 0.500], [0.270, -3.624, 0.494], [1.552, -3.825, -0.031], [2.401, -2.729, -0.036], [1.966, -1.515, 0.404], [0.651, -1.274, 0.723], [-0.126, -2.361, 0.861], [1.846, -4.779, -0.460], [3.378, -2.867, -0.521], [2.655, -0.639, 0.192], [-1.234, -2.265, 1.110]], "atomic_forces_ev_per_a": [[-0.3, 0.0, -0.5], [-0.7, -0.7, 1.3], [-0.9, 0.7, -1.8], [-0.3, 0.3, -1.7], [0.3, -0.2, 0.3], [2.7, -1.0, 1.1], [-0.7, -0.9, 1.0], [0.1, 0.2, -0.3], [0.2, 0.0, -0.1], [-0.1, -0.1, 0.2], [-1.2, -0.1, -0.3], [2.2, 1.1, 2.3], [-5.7, -2.9, 0.6], [4.5, 2.8, -0.8], [1.4, -3.2, -4.9], [-1.7, 3.1, 3.0], [0.0, 0.3, -0.1], [-0.2, 0.2, 0.2], [0.1, -0.1, 0.0], [0.4, 0.7, -0.1], [-0.1, 0.5, 0.4], [0.3, -1.9, -0.4], [-0.3, 0.4, 0.2], [1.0, -1.3, -0.4], [0.2, 1.9, -0.8], [0.9, 0.2, 0.2], [-2.5, 0.2, -0.1], [-0.1, 0.1, 0.2], [-0.3, 0.4, 0.6], [-1.1, -0.9, 0.8], [1.8, 0.2, -0.1]]}

***

No. 4
{"formula": "C14H11ClN4O2S", "method": "ωB97M-V/def2-TZVPD", "multiplicity": 1, "relative_energy_kj_mol": 87.02, "smiles": "O=[N+]([O-])c1ccc(Cl)c(/C=N/NC(=S)Nc2ccccc2)c1", "gap_ev": 7.396, "symbols": ["O", "N", "O", "C", "C", "C", "C", "Cl", "C", "C", "N", "N", "C", "S", "N", "C", "C", "C", "C", "C", "C", "C", "H", "H", "H", "H", "H", "H", "H", "H", "H", "H", "H"], "coordinates": [[-5.883, 1.926, -2.757], [-4.922, 2.371, -3.345], [-4.975, 3.081, -4.325], [-3.613, 2.028, -2.840], [-2.481, 2.526, -3.477], [-1.239, 2.187, -2.980], [-1.126, 1.366, -1.865], [0.454, 1.004, -1.324], [-2.262, 0.854, -1.211], [-2.234, -0.005, -0.052], [-1.146, -0.391, 0.497], [-1.158, -1.179, 1.557], [0.010, -1.602, 2.158], [-0.155, -2.582, 3.472], [1.119, -1.136, 1.562], [2.475, -1.308, 1.833], [2.970, -2.081, 2.879], [4.336, -2.189, 3.064], [5.220, -1.538, 2.222], [4.730, -0.768, 1.180], [3.368, -0.652, 0.984], [-3.509, 1.209, -1.730], [-2.589, 3.162, -4.341], [-0.344, 2.559, -3.453], [-3.208, -0.315, 0.338], [-2.028, -1.510, 1.978], [0.917, -0.542, 0.759], [2.294, -2.593, 3.542], [4.710, -2.791, 3.879], [6.285, -1.628, 2.375], [5.410, -0.255, 0.516], [2.985, -0.051, 0.171], [-4.414, 0.845, -1.266]], "atomic_forces_ev_per_a": [[-0.3, -0.1, 0.1], [-0.4, 0.1, -0.1], [-0.1, 0.2, -0.2], [1.2, -0.3, 0.4], [-0.3, -0.1, 0.1], [-0.1, -0.1, 0.1], [-0.5, 0.0, 0.0], [0.7, 0.2, -0.2], [0.2, 0.6, -0.8], [0.1, -0.6, 0.8], [-0.2, 0.4, -0.5], [-0.7, -0.2, 0.3], [0.1, -0.1, 0.1], [-0.1, -0.2, 0.3], [-0.7, 0.4, -0.5], [0.6, -0.2, 0.3], [-0.1, -0.1, 0.1], [0.1, 0.1, -0.1], [0.1, 0.0, 0.0], [0.0, 0.0, 0.0], [-0.1, -0.1, 0.1], [0.0, 0.1, -0.1], [0.0, 0.0, 0.0], [0.1, 0.0, 0.0], [0.0, 0.0, 0.0], [0.4, 0.1, -0.1], [0.0, -0.1, 0.2], [0.0, 0.0, 0.0], [0.0, -0.1, 0.1], [0.1, 0.0, 0.0], [0.0, 0.0, -0.1], [0.0, 0.1, -0.1], [0.0, 0.0, 0.0]]}